Computed, not measured: 14 unconnected molecules or ions with the total composition C48H72F6N3O24S2 in a non-equilibrium geometry, with ωB97M-V/def2-TZVPD.

relative energy (zero: lowest compared OMol25 entry of this formula, charge and spin): 107.9 kcal/mol
strongest force on any atom: 7.25 eV/A
charge: -1
multiplicity: 1

Geometry as XYZ:
```
155
C48H72F6N3O24S2 (ωB97M-V/def2-TZVPD)
C 3.97395 -30.30751 9.27160
F 3.37262 -29.14365 9.11390
F 5.00811 -30.18513 10.11063
F 3.07711 -31.19576 9.76922
S 4.59880 -30.91550 7.61838
O 3.71460 -30.27796 6.60672
O 5.93099 -30.32562 7.48362
N 4.65568 -32.62457 7.82914
S 3.30744 -32.97655 7.03383
O 2.11953 -32.30813 7.58055
O 3.43162 -32.90612 5.59420
C 3.13247 -34.88552 7.43140
F 2.16759 -35.54914 6.73004
F 4.27460 -35.48822 7.10113
F 2.84700 -35.06078 8.74439
O 8.29745 -22.26631 11.35965
C 8.23202 -21.84246 10.16937
O 8.56818 -22.63234 9.15576
C 8.39325 -22.02917 7.88953
C 7.80922 -20.59750 8.18135
C 7.72365 -20.52922 9.72480
H 7.78214 -22.73897 7.33201
H 9.32513 -21.90435 7.33805
H 6.82843 -20.46764 7.72387
H 8.54143 -19.91148 7.75551
H 6.69311 -20.39423 10.05324
H 8.42724 -19.77899 10.08565
O 3.98190 -33.19170 -2.67481
C 3.88749 -32.16850 -2.02056
O 2.66505 -31.63233 -1.79201
C 2.81397 -30.45001 -1.05720
C 4.28643 -30.02026 -1.30201
C 4.99962 -31.35127 -1.33335
H 2.45181 -30.55456 -0.03445
H 2.11923 -29.69564 -1.42648
H 4.58572 -29.27258 -0.56750
H 4.44323 -29.63156 -2.30820
H 5.06283 -31.72617 -0.31180
H 5.93436 -31.39224 -1.89254
O 0.32469 -23.85959 2.13830
C 0.02710 -23.82752 3.33441
O 0.71130 -23.01269 4.26623
C 0.14159 -23.12131 5.57408
C -0.91995 -24.18126 5.51040
C -1.10945 -24.50041 3.99600
H -0.37182 -22.18237 5.78123
H 0.86184 -23.42779 6.33263
H -1.79622 -23.80060 6.03512
H -0.66681 -25.09667 6.04523
H -2.00949 -23.99080 3.65199
H -1.01010 -25.57775 3.86349
O 15.73683 -28.33488 6.04332
C 15.65963 -27.69765 7.12992
O 16.72208 -27.34404 7.88508
C 16.35982 -26.74130 9.15550
C 14.94635 -27.30408 9.34822
C 14.42087 -27.36018 7.93876
H 16.50827 -25.66363 9.08714
H 16.91337 -27.17763 9.98695
H 14.27617 -26.72662 9.98500
H 14.93056 -28.31088 9.76557
H 14.14092 -26.32436 7.74698
H 13.58224 -28.02771 7.74075
O 2.77151 -29.30058 18.36233
C 3.13198 -28.32214 17.73169
O 4.38949 -27.95910 17.65395
C 4.56554 -26.66333 17.17785
C 3.18488 -26.14802 16.78445
C 2.34204 -27.34571 16.93883
H 5.33631 -26.63572 16.40763
H 4.84474 -26.06819 18.04731
H 3.11423 -25.71035 15.78869
H 2.96308 -25.40305 17.54860
H 2.09175 -27.80104 15.98064
H 1.35599 -27.20773 17.38239
O -4.19126 -46.63884 6.90230
C -3.08705 -46.31040 6.48162
O -2.94311 -45.15893 5.72726
C -1.67856 -44.98532 5.09260
C -1.01181 -46.34749 5.40618
C -1.75758 -47.02074 6.57677
H -1.14003 -44.11484 5.46720
H -1.89656 -44.87181 4.03066
H 0.01175 -46.09657 5.68451
H -0.94202 -46.90801 4.47394
H -1.30481 -46.84849 7.55322
H -1.70211 -48.10157 6.44707
O -6.25679 -29.54397 14.75445
C -5.62257 -29.58342 13.68745
O -4.32670 -29.83573 13.63002
C -3.77827 -30.12881 12.32588
C -4.89694 -29.59132 11.47266
C -6.23659 -29.62286 12.25656
H -3.59688 -31.19169 12.16621
H -2.92766 -29.46564 12.16849
H -5.06472 -30.16968 10.56412
H -4.68878 -28.57540 11.13701
H -6.88003 -30.48997 12.10758
H -6.79292 -28.69529 12.12169
O -1.67566 -39.10118 18.63251
C -1.49267 -38.15186 17.90589
O -0.54600 -37.20068 18.13135
C -0.55890 -36.23052 17.05090
C -1.07720 -37.09045 15.88928
C -2.16705 -37.84226 16.58439
H 0.39209 -35.76106 16.79927
H -1.12941 -35.36432 17.38606
H -0.23470 -37.65865 15.49501
H -1.60169 -36.53514 15.11169
H -2.33103 -38.79465 16.08024
H -3.10391 -37.29519 16.68986
O -6.17391 -36.51597 11.32865
C -5.81145 -37.31402 10.38615
O -5.49501 -38.54048 10.67239
C -4.90391 -39.20204 9.49806
C -4.53223 -38.05165 8.55609
C -5.51772 -36.95610 8.98693
H -5.62929 -39.85300 9.01003
H -4.08409 -39.81432 9.87368
H -4.50146 -38.33700 7.50456
H -3.50316 -37.81274 8.82454
H -6.44376 -37.06827 8.42303
H -5.14542 -35.95474 8.77062
C 10.57649 -33.13534 10.27415
O 9.81432 -34.13635 9.54623
H 11.48514 -33.57928 10.68082
H 10.83745 -32.30169 9.62221
H 10.11365 -32.69730 11.15846
H 9.06589 -33.69797 9.13480
C 4.36806 -39.36991 1.18799
O 3.33177 -40.31190 1.29132
H 4.21495 -38.48809 1.81013
H 5.30898 -39.80413 1.52598
H 4.53786 -39.05970 0.15695
H 2.49117 -39.91335 1.05435
N 5.74630 -35.48968 13.57042
C 5.49722 -36.72317 14.06483
C 5.66536 -36.69053 15.43948
C 5.94952 -35.38251 15.79297
C 6.07008 -34.64210 14.60786
H 5.65710 -35.22066 12.60100
H 5.28654 -37.53928 13.38957
H 5.55598 -37.52115 16.12101
H 6.17379 -34.97643 16.76826
H 6.29896 -33.58802 14.55388
N 9.56865 -32.83470 3.15670
C 10.14800 -31.75318 2.53638
C 10.79293 -32.22236 1.42893
C 10.72866 -33.60247 1.39376
C 9.86291 -33.91696 2.42048
H 9.07851 -32.89865 4.03749
H 10.08475 -30.76942 2.97752
H 11.40797 -31.65732 0.74420
H 11.21111 -34.31847 0.74492
H 9.44498 -34.87507 2.69206
```

Atom charges from the Löwdin analysis, given in e for atoms 1 to 99: C -0.67; F 0.15; F 0.12; F 0.09; S 0.67; O -0.33; O -0.34; N -0.29; S 0.56; O -0.34; O -0.32; C -0.60; F 0.09; F 0.11; F 0.10; O 0.05; C -0.46; O 0.04; C -0.14; C -0.12; C -0.08; H 0.13; H 0.12; H 0.11; H 0.10; H 0.13; H 0.13; O 0.09; C -0.46; O 0.03; C -0.18; C -0.15; C -0.07; H 0.13; H 0.12; H 0.12; H 0.12; H 0.13; H 0.13; O 0.09; C -0.42; O 0.00; C -0.18; C -0.16; C -0.06; H 0.12; H 0.13; H 0.11; H 0.11; H 0.13; H 0.13; O 0.06; C -0.42; O 0.01; C -0.12; C -0.17; C -0.10; H 0.13; H 0.12; H 0.12; H 0.12; H 0.13; H 0.13; O 0.11; C -0.50; O 0.05; C -0.16; C -0.15; C -0.11; H 0.13; H 0.12; H 0.12; H 0.12; H 0.14; H 0.13; O 0.09; C -0.43; O -0.01; C -0.15; C -0.15; C -0.06; H 0.12; H 0.12; H 0.11; H 0.11; H 0.13; H 0.12; O 0.06; C -0.46; O 0.02; C -0.12; C -0.18; C -0.05; H 0.13; H 0.13; H 0.11; H 0.11; H 0.12; H 0.12